{"formula": "C2H16N2O4", "method": "wB97M-V/def2-TZVPD", "symbols": ["N", "C", "C", "N", "H", "H", "H", "H", "H", "H", "H", "H", "O", "H", "H", "O", "H", "H", "O", "H", "H", "O", "H", "H"], "coordinates": [[1.3002, -0.4849, -0.3454], [1.5681, 0.7318, 0.4415], [0.3223, 1.5358, 0.9825], [-0.1406, 2.7551, 0.3451], [0.9738, -0.1537, -1.2489], [0.6186, -1.0100, 0.1962], [2.2160, 1.3614, -0.1645], [2.0183, 0.5732, 1.4187], [-0.4578, 0.7624, 0.9920], [0.5997, 1.7261, 2.0221], [-1.1090, 2.9973, 0.4707], [0.4754, 3.5161, 0.5996], [0.2877, 1.4952, -2.6177], [-0.0065, 1.7983, -1.7483], [-0.3589, 1.9152, -3.1938], [-1.5590, -2.6897, -0.9592], [-0.6626, -2.3872, -0.8052], [-2.0855, -1.8907, -0.9605], [-2.1069, -0.7561, 1.2546], [-1.6241, -1.5399, 0.9921], [-3.0252, -0.5214, 1.3060], [0.8340, -3.1874, 0.6707], [1.6327, -2.8178, 0.2831], [0.2892, -3.7291, 0.0686]], "atomic_forces_ev_per_a": [[0.4, 0.9, 1.0], [-0.6, 1.2, -0.1], [-0.1, -1.1, 0.3], [0.9, -0.3, -1.1], [-0.4, -0.5, 0.0], [-0.1, 0.0, -0.6], [0.2, 0.2, 0.1], [0.8, -0.9, -0.4], [-0.2, 0.6, 0.1], [-0.3, 0.1, 0.2], [0.0, -0.1, 0.4], [-0.4, 0.2, -0.2], [-0.3, 0.0, 0.0], [0.2, 0.3, 0.4], [0.1, -0.1, -0.3], [-0.1, -0.4, 0.0], [0.3, 0.2, -0.1], [-0.2, 0.3, -0.1], [1.8, 2.0, 0.6], [-1.5, -0.7, 0.0], [-0.4, -1.4, -0.4], [-0.9, -0.3, 0.5], [-0.1, -0.2, -0.6], [1.0, 0.3, 0.2]], "gap_ha": 0.3471, "homo_ev": -8.93, "de_lowest_ev": 2.151, "total_charge": 0}